(1)
# C5H24NO8

A 8-piece molecular cluster, C5H24NO8 overall at a distorted geometry (the ωB97M-V functional and the def2-TZVPD basis, the Open Molecules 2025 dataset).

Geometry as XYZ:
```
38
C5H24NO8 | the Open Molecules 2025 dataset | the ωB97M-V functional and the def2-TZVPD basis
O -0.228 -4.675 -0.167
O 1.894 2.298 0.661
O 1.496 -0.459 -4.902
O 0.256 1.045 3.820
O 2.122 0.480 -1.624
O 0.095 4.355 2.109
O -2.588 1.535 -0.704
O -0.840 -2.732 2.639
N 0.303 -0.665 0.906
C -2.689 0.860 -1.647
C -1.247 -0.947 -0.891
C -1.534 -0.102 -2.125
C 1.020 -0.050 1.759
C -0.606 0.070 0.034
H -1.719 -0.724 -3.015
H 1.934 2.796 -0.054
H 2.361 -0.963 -4.805
H 1.084 1.147 4.333
H -2.118 -1.307 -0.467
H 1.630 0.302 -2.427
H -0.582 4.943 2.559
H 2.122 2.750 1.518
H -3.469 0.624 -2.318
H 0.383 -5.399 -0.512
H 0.268 -1.647 0.730
H -1.312 0.634 0.600
H 0.753 5.006 1.772
H 0.667 -0.880 -4.912
H -0.682 -3.481 2.024
H 2.845 0.979 -2.029
H 0.060 0.837 -0.558
H -0.678 0.550 -2.432
H -1.013 -4.994 0.257
H -0.260 1.905 3.880
H -0.681 -1.871 -1.056
H 1.598 -0.496 2.541
H 1.094 1.000 1.629
H -1.740 -2.724 2.871
```

For the calculated total energy, the calculation gives -861.2389 Ha. The gap between HOMO and LUMO comes out at 9.91 eV. For the energy relative to the best compared isomer or geometry (same formula, charge and spin), the calculation gives 112.1 kcal/mol. The HOMO energy is -12.44 eV. Its total charge is +1.

(2)
# C49H32BrInN6O8

C49H32BrInN6O8 as an isolated structure (the ωB97M-V functional and the def2-TZVPD basis, the Open Molecules 2025 dataset).

Geometry as XYZ:
```
97
C49H32BrInN6O8 | the Open Molecules 2025 dataset | the ωB97M-V functional and the def2-TZVPD basis
In 0.693 0.263 0.295
Br 2.954 1.808 -7.008
O -1.435 -1.034 3.908
O -2.195 1.162 0.638
O -5.892 -3.021 3.357
O -6.115 1.752 -0.430
O -0.416 -0.767 1.948
O -4.350 2.852 0.095
O -7.351 -1.982 2.167
O 2.507 0.130 -1.251
N -6.198 -2.134 2.567
N 0.751 2.411 -0.947
N 0.352 2.197 1.688
N -0.093 -1.075 -1.119
N 2.449 0.246 1.479
N -5.007 1.825 0.103
C -0.606 -1.213 -2.257
C -5.501 -0.199 1.274
C 5.268 1.786 4.224
C -0.012 3.421 -0.319
C 2.161 2.107 -4.286
C -0.229 3.263 1.082
C -2.512 1.470 -5.042
C -2.840 -0.596 2.086
C 0.140 1.979 2.964
C -1.258 3.904 3.158
C 5.025 -0.931 3.735
C -1.409 5.405 -0.232
C 6.216 0.907 4.741
C 4.067 -0.059 3.217
C 2.243 -2.821 1.566
C 4.211 1.305 3.465
C -2.158 0.729 -2.775
C 1.244 2.628 -2.115
C -1.783 -3.221 -3.326
C -3.837 -1.403 2.536
C -5.168 -1.249 2.096
C 2.525 0.476 -2.464
C 3.290 0.038 -4.764
C -0.624 -2.647 -2.802
C 0.528 -4.740 -3.159
C -2.796 1.566 -3.686
C -1.594 0.524 -5.486
C 2.787 1.287 -5.177
C -0.677 2.819 3.746
C 1.568 -3.628 4.130
C -3.104 0.474 1.137
C 1.419 -4.509 3.067
C -1.625 5.260 1.105
C 3.172 -0.342 -3.457
C 2.078 -2.356 3.911
C -0.978 -0.321 -4.577
C -0.612 4.485 -0.946
C -1.456 -0.811 2.692
C -4.526 0.675 0.846
C -0.627 -5.304 -3.688
C 2.408 -1.937 2.626
C 1.763 -4.104 1.784
C -1.789 -4.544 -3.757
C 1.981 1.720 -2.943
C 2.892 -0.531 2.362
C -1.245 -0.223 -3.209
C 6.095 -0.452 4.484
C 0.523 -3.427 -2.707
C -1.040 4.170 1.789
H 1.634 -4.780 0.948
H -0.853 2.571 4.785
H 1.017 -5.502 3.234
H 1.434 -5.333 -3.088
H -0.258 -1.052 -4.927
H 1.112 3.615 -2.563
H 3.568 -1.290 -3.114
H -1.905 4.567 3.722
H 1.742 3.051 -4.621
H -1.363 0.438 -6.542
H 5.358 2.850 4.413
H -2.268 5.946 1.645
H -2.369 0.811 -1.715
H 2.463 -2.476 0.560
H -2.688 -2.626 -3.383
H 2.192 -1.669 4.742
H 1.409 -2.979 -2.268
H -1.881 6.217 -0.771
H -3.523 2.283 -3.323
H 4.933 -1.993 3.545
H -3.014 2.116 -5.754
H 0.595 1.088 3.384
H 3.774 -0.607 -5.487
H 3.470 1.969 3.031
H -2.703 -4.980 -4.146
H 1.266 -3.925 5.127
H 6.835 -1.143 4.873
H 7.042 1.280 5.337
H -0.624 -6.330 -4.038
H -3.607 -2.170 3.262
H -6.530 -0.023 1.007
H -0.516 4.609 -2.016
```

For the calculated total energy, the calculation gives -5581.0585 Ha. The gap between HOMO and LUMO comes out at 6.58 eV. The HOMO energy is -2.94 eV. Its total charge is -2.

(3)
# C8H9NO3

One molecule with the formula C8H9NO3 (the ωB97M-V functional and the def2-TZVPD basis, the Open Molecules 2025 dataset).

Geometry as XYZ:
```
21
C8H9NO3 | the Open Molecules 2025 dataset | the ωB97M-V functional and the def2-TZVPD basis
O -4.016 -0.464 1.045
O -1.414 0.787 -1.142
O -2.852 -1.531 -0.502
N 3.733 -0.731 0.416
C 0.724 1.356 -0.170
C 1.530 -1.297 -0.441
C -0.157 0.403 -0.678
C 1.999 0.971 0.210
C 0.238 -0.915 -0.809
C -3.071 -0.506 0.083
C 2.420 -0.357 0.094
C -2.403 0.846 -0.179
H -3.183 1.529 -0.537
H 1.839 -2.330 -0.551
H 2.705 1.706 0.611
H -2.027 1.235 0.772
H 0.411 2.401 -0.107
H -4.062 0.418 1.428
H -0.470 -1.639 -1.222
H 4.205 -0.164 1.107
H 3.850 -1.719 0.569
```

As for the SMILES: Nc1ccc(OCC(=O)O)cc1. For the calculated total energy, the calculation gives -590.7256 Ha. The gap between HOMO and LUMO comes out at 8.56 eV. For the energy relative to the best compared isomer or geometry (same formula, charge and spin), the calculation gives 8.3 kcal/mol. The HOMO energy is -8.07 eV.

(4)
# C23H51NO12

A 4-piece molecular cluster, C23H51NO12 overall at a distorted geometry (the ωB97M-V functional and the def2-TZVPD basis, the Open Molecules 2025 dataset).

Geometry as XYZ:
```
87
C23H51NO12 | the Open Molecules 2025 dataset | the ωB97M-V functional and the def2-TZVPD basis
O 1.861 4.068 5.641
O 4.000 3.029 0.341
O -4.944 -2.990 -3.037
O 1.510 1.088 5.016
O 1.735 1.020 -2.762
O 3.926 2.385 1.548
O -0.329 0.593 -4.986
O -0.308 2.301 7.176
O -5.410 -6.102 -2.496
O -0.949 -0.252 -1.978
O -7.731 -4.103 -2.383
O 9.421 2.730 0.790
N 8.064 0.782 0.138
C 0.900 2.224 4.398
C 4.500 2.172 -0.703
C -5.133 -7.091 -1.522
C -5.897 -2.459 -2.126
C -1.710 2.126 7.229
C 7.112 3.020 -0.302
C -6.704 -6.248 -3.073
C -1.079 -1.424 -1.195
C -0.712 1.561 -5.947
C 6.066 1.857 -0.633
C -0.254 0.789 -1.304
C 3.099 4.716 5.872
C 1.794 3.459 4.355
C 1.570 -0.091 -3.648
C 6.584 0.571 0.193
C 1.062 0.295 -5.033
C -6.735 -3.572 -1.507
C 0.537 1.640 -2.290
C 8.397 2.206 0.293
C -7.263 -4.889 -3.481
C 0.405 1.071 7.233
C 1.698 1.156 6.431
C -4.667 -2.115 -4.114
H 2.304 0.279 6.682
H -5.917 -7.114 -0.756
H 3.949 1.161 -0.761
H -1.751 1.833 -5.761
H -0.207 0.249 6.842
H -6.558 -4.326 -4.093
H -0.097 -1.769 -0.853
H -0.082 1.983 -3.121
H 6.268 -0.454 -0.199
H -2.044 1.446 6.437
H 0.433 0.377 -0.554
H -0.101 2.467 -5.850
H 0.869 2.541 -1.762
H 2.572 -0.514 -3.769
H -8.144 -5.067 -4.105
H 4.281 2.690 -1.706
H -2.013 1.748 8.209
H -4.191 -6.836 -1.036
H -7.291 -3.143 -0.667
H -5.591 -1.839 -4.633
H -4.025 -2.642 -4.824
H 1.367 4.197 3.666
H 6.727 3.669 0.549
H -6.594 -6.881 -3.962
H 3.126 5.038 6.913
H 3.881 1.410 1.424
H 3.197 5.589 5.219
H -6.562 -1.747 -2.628
H -5.344 -1.935 -1.339
H 6.317 1.584 -1.722
H 1.191 -0.551 -5.719
H -0.071 2.440 4.846
H 1.635 1.151 -5.404
H -2.180 3.097 7.060
H 2.292 2.028 6.707
H 0.958 -0.868 -3.191
H -1.001 1.411 -0.799
H 7.520 3.522 -1.245
H 8.591 0.259 -0.568
H -7.394 -6.729 -2.372
H 0.637 0.873 8.285
H 0.705 1.920 3.365
H 2.790 3.172 4.003
H 3.935 4.026 5.707
H -5.041 -8.074 -1.996
H -0.619 1.150 -6.957
H 6.367 0.686 1.318
H -4.148 -1.222 -3.757
H -6.114 -4.367 -1.090
H -1.512 -2.205 -1.823
H -1.738 -1.242 -0.343
```

As for the SMILES: O=C1C[C@H](COO)CN1.COCCOCCOC.COCCOCCOC.COCCOCCOC. For the calculated total energy, the calculation gives -1864.2283 Ha. The gap between HOMO and LUMO comes out at 9.44 eV. For the energy relative to the best compared isomer or geometry (same formula, charge and spin), the calculation gives 10.1 kcal/mol. The HOMO energy is -9.05 eV.

(5)
# C32H33N7O8PSTi

C32H33N7O8PSTi as an isolated structure at a distorted geometry (the ωB97M-V functional and the def2-TZVPD basis, the Open Molecules 2025 dataset).

Geometry as XYZ:
```
83
C32H33N7O8PSTi | the Open Molecules 2025 dataset | the ωB97M-V functional and the def2-TZVPD basis
Ti 0.381 -0.684 -0.677
S -0.023 2.881 -0.992
P -1.805 1.451 1.664
O -0.334 -1.779 0.898
O 0.026 -2.491 -1.728
O 1.727 1.800 1.120
O -1.160 -4.112 2.618
O 1.130 0.059 -2.636
O -1.300 0.117 -1.253
O -0.959 -5.412 -2.078
O -1.630 -6.313 0.643
N 1.392 -2.651 3.160
N 3.181 -0.713 -3.228
N 2.931 -3.095 1.344
N 2.704 -4.542 3.098
N 1.251 -1.567 -4.206
N -1.634 1.035 -2.189
N 2.446 -1.354 -0.304
C -3.911 2.909 0.465
C -0.911 -4.697 -1.075
C -1.239 -0.232 3.756
C -2.768 -1.336 5.241
C -5.040 3.021 -0.337
C -0.173 -1.465 -4.477
C -2.612 0.622 -3.087
C 2.631 -2.159 0.544
C 3.862 0.312 -2.468
C -1.468 -1.097 4.813
C 3.972 -1.730 -3.884
C -5.136 0.632 -0.530
C -2.237 2.597 -4.400
C 1.893 -2.786 -4.663
C -3.999 0.521 0.252
C -1.323 3.026 -3.401
C -3.379 1.659 0.774
C -3.589 0.165 3.545
C 2.274 -3.339 2.531
C -3.825 -0.704 4.604
C -1.028 2.279 -2.286
C -2.905 1.379 -4.181
C -5.658 1.883 -0.831
C -1.607 3.074 2.514
C -0.502 -3.342 -0.909
C -2.291 0.419 3.110
C 1.087 1.198 0.380
C 1.826 -0.719 -3.318
C -0.640 -2.984 0.502
C -1.031 -4.064 1.263
C 3.183 -3.026 -3.904
C -1.262 -5.187 0.367
H 2.087 -2.728 -5.743
H -0.545 -0.504 -4.134
H 4.471 0.933 -3.135
H -0.714 -2.258 -3.961
H -0.225 -0.098 3.391
H -2.451 3.215 -5.262
H -2.956 -2.039 6.044
H -0.531 -3.460 2.986
H 4.901 -1.839 -3.322
H 1.193 -3.609 -4.494
H 2.018 -4.911 3.739
H -3.666 1.014 -4.861
H -3.071 -0.322 -2.838
H -0.635 -1.626 5.259
H -4.845 -0.902 4.913
H -3.429 3.807 0.828
H -6.530 1.970 -1.469
H -5.595 -0.263 -0.933
H -2.500 3.394 3.056
H -4.428 0.636 3.046
H -0.780 2.965 3.218
H 4.499 -0.144 -1.709
H -1.314 3.823 1.776
H -0.325 -1.543 -5.558
H 2.952 -3.310 -2.875
H -0.849 3.996 -3.467
H 3.752 -3.831 -4.371
H 2.993 -5.207 2.398
H 3.129 0.943 -1.977
H 1.132 -1.827 2.625
H 4.240 -1.430 -4.909
H -5.422 4.003 -0.590
H -3.569 -0.456 0.441
```

For the calculated total energy, the calculation gives -3813.5723 Ha. The gap between HOMO and LUMO (alpha / beta) comes out at 3.74 / 6.32 eV. For the energy relative to the best compared isomer or geometry (same formula, charge and spin), the calculation gives 0.0 kcal/mol. The HOMO energy (alpha / beta) is 0.53 / -2.06 eV. Its total charge is -2. Its spin multiplicity is 4.

(6)
# C29H66O19

A 14-piece molecular cluster, C29H66O19 overall at a distorted geometry (the ωB97M-V functional and the def2-TZVPD basis, the Open Molecules 2025 dataset).

Geometry as XYZ:
```
114
C29H66O19 | the Open Molecules 2025 dataset | the ωB97M-V functional and the def2-TZVPD basis
O 9.683 11.888 9.321
O 7.394 12.623 12.358
O 8.064 15.254 16.349
O 11.085 8.169 15.669
O 13.289 8.789 17.326
O 14.416 12.614 7.955
O 8.027 9.904 16.236
O 15.151 11.684 9.839
O 8.447 10.081 13.323
O 12.811 14.266 12.814
O 11.945 15.870 14.980
O 16.234 9.814 11.870
O 4.951 7.765 10.615
O 10.135 10.624 12.029
O 10.445 11.782 19.201
O 4.229 7.985 8.527
O 10.193 17.227 15.517
O 12.849 8.015 13.372
O 10.457 12.906 21.098
C 5.822 8.424 11.595
C 13.783 14.445 11.772
C 11.553 11.085 12.146
C 8.736 13.248 19.396
C 9.796 11.693 17.903
C 13.213 10.894 6.984
C 7.098 14.029 12.616
C 13.194 6.637 13.588
C 8.504 12.703 8.963
C 11.850 11.095 13.636
C 4.926 8.397 9.419
C 15.561 10.110 13.106
C 13.407 12.379 6.968
C 9.634 10.477 13.216
C 14.565 8.513 16.671
C 7.410 8.672 16.636
C 6.612 9.430 10.725
C 9.948 12.710 20.012
C 10.739 6.985 16.437
C 8.490 12.412 18.125
C 12.464 18.010 15.824
C 5.769 9.551 9.433
C 14.422 11.633 8.875
C 10.511 10.914 14.308
C 13.339 15.899 15.217
C 7.585 16.164 17.274
C 13.751 17.409 15.311
C 13.497 10.510 8.393
C 11.367 17.068 15.357
H 13.895 6.466 12.849
H 6.074 14.064 12.906
H 11.576 12.033 11.623
H 12.473 12.935 7.101
H 13.873 15.385 14.457
H 8.855 13.241 8.065
H 15.824 10.398 11.176
H 7.660 12.076 8.683
H 7.250 14.595 11.698
H 7.769 14.492 13.364
H 14.519 17.618 16.067
H 6.360 8.612 16.302
H 13.969 17.745 14.335
H 14.270 7.912 15.811
H 7.453 8.750 17.757
H 12.130 8.236 13.940
H 13.565 15.438 16.184
H 12.319 5.963 13.567
H 6.406 9.619 8.576
H 14.343 15.342 11.924
H 7.960 10.044 15.297
H 12.107 14.896 12.686
H 7.217 12.261 13.206
H 12.471 18.082 16.918
H 8.994 14.241 19.106
H 12.160 18.998 15.548
H 6.525 16.181 17.247
H 7.646 9.057 10.430
H 14.490 9.843 13.145
H 10.152 7.280 17.274
H 8.857 15.613 15.945
H 8.275 13.459 9.694
H 15.213 8.042 17.450
H 13.790 12.790 6.050
H 9.807 10.655 17.630
H 7.963 13.369 20.155
H 13.346 9.563 17.892
H 7.826 17.190 16.991
H 13.709 6.567 14.556
H 8.251 13.044 17.272
H 14.362 13.545 11.605
H 10.172 6.415 15.674
H 10.074 11.798 14.733
H 12.147 10.415 11.575
H 6.424 7.627 12.125
H 12.246 10.709 6.574
H 11.518 6.343 16.757
H 16.150 9.562 13.864
H 12.562 10.566 8.951
H 15.729 11.175 13.337
H 5.085 10.404 9.479
H 10.413 10.216 15.068
H 9.461 11.454 10.133
H 7.876 16.036 18.291
H 14.913 9.457 16.275
H 7.979 7.751 16.309
H 7.687 11.674 18.296
H 13.930 9.557 8.466
H 13.249 14.674 10.866
H 12.552 10.347 13.973
H 11.682 8.634 16.210
H 13.904 10.439 6.343
H 5.149 8.940 12.264
H 6.766 10.379 11.253
H 10.336 12.281 17.153
H 12.302 12.032 13.902
```

For the calculated total energy, the calculation gives -2573.9973 Ha. The gap between HOMO and LUMO comes out at 9.92 eV. The HOMO energy is -9.78 eV.

> Among the records above, which one has the lowest calculated total energy?

C49H32BrInN6O8

> The lowest calculated total energy belongs to which entry?

C49H32BrInN6O8

> Look up the calculated total energy of the third one.

-590.7256 Ha

> Look up the calculated total energy of the fifth one.

-3813.5723 Ha